# 1
ORCA calculation (the ωB97M-V functional and the def2-TZVPD basis) on C3H5LiO3Sc as an isolated structure in a non-equilibrium geometry.

Summary:
total charge: +3
calculated total energy: -30204.818 eV

Cartesian coordinates (Å):
H -2.56194 0.67059 0.08695
O 1.03629 -0.53438 -0.94850
C 1.69317 -0.18997 0.24838
C 0.78616 -0.04217 1.44996
O -0.05058 1.15115 1.36827
C -1.27275 1.20343 1.00496
O -1.70670 0.10361 0.34916
Li 2.19931 -0.44405 -2.36245
Sc -0.79908 -1.10642 -1.07658
H 2.24804 0.75544 0.12014
H 2.42739 -0.96626 0.52640
H 1.39372 0.12643 2.34453
H 0.15582 -0.92443 1.62821

---

# 2
ORCA calculation (the ωB97M-V functional and the def2-TZVPD basis) on a 2-piece molecular cluster, C5H13N2 overall in a non-equilibrium geometry.

Summary:
total charge: +2
calculated total energy: -8351.936 eV
2S+1: 2

Cartesian coordinates (Å):
C -0.76296 0.85481 1.08425
N -3.13125 -1.89889 -0.18395
C 0.63134 0.51672 1.10791
N 0.55169 -0.86792 0.19596
C 0.92216 -0.41568 -1.15591
C 2.07007 0.56930 -0.91034
C 1.58686 1.40578 0.27908
H -1.37564 0.52724 1.92621
H -1.02944 1.72244 0.47955
H -3.68609 -1.41242 -0.90644
H -2.68436 -1.18076 0.40258
H 1.00449 0.18649 2.07106
H -0.46289 -1.02565 0.23932
H -3.54370 -2.66214 0.37026
H 0.07390 0.06564 -1.64837
H 1.17338 -1.28372 -1.76753
H 2.89060 -0.08875 -0.62336
H 2.31962 1.11200 -1.81641
H 2.47378 1.61863 0.87052
H 0.97843 2.25687 -0.01439

---

# 3
ORCA calculation (the ωB97M-V functional and the def2-TZVPD basis) on a 2-piece molecular cluster, C4H9NO overall in a non-equilibrium geometry.

Summary:
total charge: 0
calculated total energy: -7829.229 eV

Cartesian coordinates (Å):
C -0.99271 2.70728 -1.31175
C -1.09456 1.43377 -1.66042
O -1.27029 0.42104 -0.74358
H -0.61051 3.41062 -2.03006
H -1.24214 2.97415 -0.29635
H -1.01783 1.18330 -2.71404
H -0.39920 0.35604 -0.32445
C 0.29554 -2.52489 0.47290
N 1.08771 -1.55290 0.35555
C 1.34231 -0.80341 1.58606
H 0.15352 -3.18036 -0.38305
H -0.36804 -2.72475 1.31351
H 0.91694 -1.24754 2.49271
H 2.39944 -0.60437 1.70978
H 0.79981 0.15202 1.53317

---

# 4
ORCA calculation (the ωB97M-V functional and the def2-TZVPD basis) on a 12-piece molecular cluster, C40H110N14O18 overall in a non-equilibrium geometry.

Summary:
total charge: 0
calculated total energy: -100973.352 eV

Cartesian coordinates (Å):
C 3.51710 8.34749 -0.34711
O 4.06052 7.05617 -0.50194
C 3.29478 6.21134 -1.32852
C 3.57695 4.74419 -1.05813
N 2.56139 3.80389 -1.52576
C 1.97437 4.05872 -2.84806
C 1.28830 2.83231 -3.39494
O 0.33633 2.47240 -2.40810
C -0.45687 1.37641 -2.78619
H 4.11134 9.12434 -0.83689
H 3.60386 8.65022 0.70104
H 2.46643 8.48741 -0.60407
H 3.47901 6.40305 -2.39224
H 2.21833 6.37710 -1.19764
H 3.68522 4.56810 0.01489
H 4.55049 4.45569 -1.48377
H 2.99543 2.89168 -1.46391
H 2.68160 4.50213 -3.56546
H 1.30770 4.89869 -2.63262
H 1.93964 1.96157 -3.54220
H 0.79807 3.04060 -4.35285
H 0.14568 0.45808 -2.83205
H -0.93972 1.51108 -3.75871
H -1.22399 1.12086 -2.05419
C -0.98033 3.92472 3.53845
O 0.09816 4.68835 4.01274
C 0.92708 5.19491 2.94466
C 1.53933 4.10696 2.04944
N 2.28428 3.09981 2.78115
C 3.33485 3.56335 3.67609
C 4.38896 4.45939 3.09103
O 5.08983 3.79391 2.01602
C 6.20683 4.54237 1.60449
H -0.90500 2.83299 3.59546
H -1.26664 4.28367 2.54746
H -1.83124 4.11502 4.20582
H 1.67132 5.78828 3.47763
H 0.33268 5.94371 2.42365
H 2.22095 4.64353 1.37668
H 0.85809 3.54027 1.41617
H 2.61074 2.31715 2.23333
H 3.74942 2.64985 4.10555
H 2.88005 4.09190 4.52022
H 5.11349 4.80420 3.83857
H 4.04292 5.38865 2.62120
H 6.44201 4.20066 0.59286
H 7.02559 4.45955 2.32064
H 5.98162 5.59499 1.37928
C -1.44017 4.32524 -0.26203
O -1.18614 5.50771 0.44909
C -1.86702 6.66284 -0.00496
C -1.34900 7.72794 0.96640
N -1.69801 9.10548 0.61046
C -1.02417 10.22108 1.28743
C -1.39679 10.44129 2.75498
O -0.90397 9.26738 3.40675
C -1.05030 9.32840 4.80932
H -2.45719 4.19516 -0.64283
H -1.27039 3.47980 0.41346
H -0.67193 4.16157 -1.02343
H -2.92972 6.54770 0.23233
H -1.67118 6.86745 -1.06222
H -0.26143 7.69189 1.09407
H -1.85302 7.53078 1.91038
H -1.84191 9.22726 -0.37798
H -0.99816 11.13635 0.70048
H -0.01033 9.78868 1.28009
H -2.48385 10.45923 2.85762
H -0.91391 11.38897 3.00322
H -0.65954 8.38736 5.20390
H -2.11702 9.40205 5.04429
H -0.50356 10.07667 5.39370
C -5.96894 -5.52691 0.00840
O -5.24185 -5.23061 -1.19339
C -4.15221 -6.11537 -1.42137
C -3.85193 -6.12875 -2.92363
N -2.72083 -5.27657 -3.31952
C -3.15490 -3.87087 -3.34758
C -1.93577 -2.93262 -3.43260
O -0.82364 -3.51923 -2.77686
C 0.26760 -2.66692 -2.84343
H -6.52481 -6.44747 -0.16640
H -6.64467 -4.69894 0.20988
H -5.30237 -5.62551 0.86778
H -4.33930 -7.16521 -1.14359
H -3.34289 -5.91910 -0.70648
H -4.71066 -5.80310 -3.50987
H -3.73700 -7.16711 -3.24299
H -1.94302 -5.29819 -2.67502
H -3.54028 -3.69529 -2.32884
H -4.01599 -3.67560 -3.98363
H -2.24757 -1.96982 -3.02159
H -1.67625 -2.75377 -4.48211
H 0.69753 -2.51799 -3.84681
H 1.10899 -3.13675 -2.33086
H 0.15042 -1.65312 -2.44442
C -1.24785 0.61073 1.42142
O -0.26527 -0.38944 1.15081
C -0.71795 -1.49135 0.38793
C -1.62131 -2.46662 1.15976
N -1.19216 -3.87786 1.11409
C 0.09510 -4.15720 1.80053
C 0.86923 -5.20024 1.00375
O 1.04154 -4.66380 -0.30396
C 1.66639 -5.52141 -1.22337
H -1.91961 0.21180 2.18299
H -1.77195 0.89264 0.50412
H -0.76580 1.50592 1.81050
H 0.17740 -2.08363 0.17949
H -1.10658 -1.11848 -0.56366
H -2.66123 -2.27121 0.89059
H -1.59202 -2.15830 2.21077
H -0.79384 -3.93838 0.17195
H -0.07553 -4.63051 2.77013
H 0.79276 -3.31974 1.88699
H 0.45030 -6.20780 0.97678
H 1.87057 -5.18310 1.45165
H 1.29298 -6.54851 -1.15336
H 2.73718 -5.60667 -1.00768
H 1.55570 -5.19650 -2.25467
C -2.21701 0.01897 -5.79988
O -2.74799 0.09652 -4.51825
C -4.13786 0.35445 -4.47238
C -4.59429 0.74189 -3.08632
N -4.58650 -0.46356 -2.25035
C -4.70311 -0.14634 -0.83577
C -4.73240 -1.45788 -0.04636
O -4.86742 -1.27681 1.34459
C -5.67274 -2.22252 1.99344
H -2.85285 -0.49893 -6.53947
H -1.37948 -0.67904 -5.84243
H -2.02463 0.95811 -6.32775
H -4.78778 -0.36652 -4.98511
H -4.25001 1.22060 -5.14535
H -5.48239 1.37350 -3.02098
H -3.70761 1.32128 -2.79813
H -5.37480 -1.02957 -2.55394
H -5.65465 0.37694 -0.66213
H -3.83799 0.48875 -0.64115
H -3.79052 -1.96661 -0.28587
H -5.47155 -2.12969 -0.49583
H -5.21893 -3.17721 2.27526
H -6.54595 -2.49349 1.38625
H -6.10261 -1.75838 2.88110
N 5.55773 -6.51667 -1.13424
C 5.64568 -7.02889 0.11799
N 5.07328 -6.23893 1.06535
O 6.08759 -8.15790 0.33841
H 5.66170 -7.08590 -1.95504
H 5.04503 -5.65898 -1.23913
H 5.14242 -6.45068 2.04456
H 4.63069 -5.34825 0.92217
N -4.47812 -4.96812 3.26535
C -3.64228 -6.00734 3.60749
N -2.32870 -5.72241 3.38276
O -4.02233 -7.02368 4.17480
H -5.44252 -4.96248 3.53452
H -4.11943 -4.25074 2.66236
H -2.07219 -5.04330 2.67903
H -1.57078 -6.05449 3.94389
N 4.86309 -4.60241 4.37220
C 3.55524 -4.65798 4.06687
N 2.91443 -5.83078 4.40111
O 2.98444 -3.77115 3.42649
H 5.32793 -3.76532 4.06660
H 5.29659 -5.33242 4.90233
H 1.94778 -5.78313 4.13287
H 3.35605 -6.45017 5.05008
N 3.63370 -7.71828 -4.41398
C 4.98082 -7.85776 -4.52013
N 5.42612 -9.12322 -4.76366
O 5.77431 -6.92403 -4.42901
H 3.26572 -6.81237 -4.19424
H 2.98836 -8.46403 -4.58968
H 4.83200 -9.91951 -4.61690
H 6.40804 -9.29672 -4.85527
O 3.79016 -3.28799 0.57499
H 3.89720 -2.74424 1.36611
H 2.84559 -3.24082 0.37544
O 2.60168 0.64299 0.95334
H 1.63304 0.66033 0.94507
H 2.85503 0.80785 0.03962

---

Number 1: molecular weight 140.97 g/mol. Number 2: molecular weight 101.17 g/mol. Number 3: molecular weight 87.12 g/mol. Number 4: molecular weight 1075.40 g/mol.